Record 1
Density functional theory data (ωB97M-V/def2-TZVPD) for a 4-piece molecular cluster, C25H51N6O10 overall in a non-equilibrium geometry.

The LUMO energy is -3.026 eV. Its charge is +1. The HOMO energy is -0.386 hartree. The calculation puts the gap between HOMO and LUMO at 0.275 hartree. Its largest force on an atom is 5.87 eV/Å.

Last column: Löwdin charge in e.
Positions of all 92 atoms, in Å:
C (0.92005, 5.39697, 0.36231)  -0.076
C (-0.00309, 5.90800, -0.87708)  -0.237
O (-0.40390, 4.75613, -1.65901)  -0.199
C (-1.63963, 4.18089, -1.13873)  -0.139
C (-1.62733, 2.55011, -1.25449)  -0.119
O (-0.76344, 2.19437, -2.32548)  0.025
C (0.26787, 1.32566, -2.15346)  -0.141
N (1.05063, 1.11456, -3.36472)  0.159
C (2.19173, 0.22222, -3.25043)  -0.044
C (3.21907, -0.13220, -4.41615)  -0.267
C (2.95832, 0.95051, -5.61322)  -0.085
C (3.01681, -1.58218, -5.08349)  -0.214
C (2.33157, -2.67546, -4.12408)  -0.119
C (2.11069, -0.18343, -1.76860)  0.011
C (3.16081, -1.14604, -1.05959)  -0.117
O (3.30358, -0.85098, 0.34699)  -0.175
C (4.66413, -1.02494, 0.81931)  -0.174
O (4.58405, -1.63020, 2.13883)  -0.121
C (3.82670, -0.79719, 3.04286)  -0.173
C (2.34592, -1.40572, 3.40061)  -0.212
O (2.11917, -2.66971, 2.70505)  -0.109
N (0.94408, 0.52195, -1.21048)  0.076
C (0.47933, 0.43726, 0.19056)  -0.087
O (0.75499, 1.71372, 0.85904)  -0.127
N (1.97954, 1.68410, 1.47741)  -0.002
O (2.71310, 2.44148, 0.92668)  0.097
H (0.52795, 5.76636, 1.37304)  0.080
H (2.00618, 5.73399, 0.23922)  0.082
H (0.90841, 4.24686, 0.33239)  0.050
H (-0.90507, 6.51715, -0.48214)  0.128
H (0.63642, 6.64797, -1.47398)  0.127
H (-1.64588, 4.43564, -0.01061)  0.133
H (-2.58302, 4.65062, -1.57526)  0.137
H (-2.71502, 2.27595, -1.53839)  0.142
H (-1.44598, 2.16813, -0.20905)  0.118
H (0.70254, 1.64595, -4.18480)  0.163
H (4.30279, 0.01301, -4.06117)  0.150
H (3.45462, 1.95219, -5.36188)  0.095
H (3.44842, 0.50399, -6.56014)  0.098
H (1.84523, 1.04657, -5.85604)  0.078
H (2.48451, -1.53428, -6.10850)  0.121
H (4.07444, -1.98551, -5.32492)  0.125
H (1.20568, -2.49665, -3.95922)  0.087
H (2.38935, -3.68022, -4.69662)  0.090
H (2.89859, -2.84731, -3.14688)  0.060
H (2.80060, -2.22533, -1.15078)  0.135
H (4.18731, -1.02347, -1.56146)  0.143
H (5.31874, -1.68059, 0.15682)  0.154
H (5.08759, 0.03237, 0.99531)  0.153
H (3.65363, 0.27115, 2.67572)  0.093
H (4.35672, -0.69938, 4.06513)  0.134
H (1.54760, -0.62306, 3.13806)  0.093
H (2.22481, -1.61052, 4.52677)  0.117
H (1.14957, -2.72113, 2.51932)  0.089
H (-0.66577, 0.28243, 0.19835)  0.156
H (0.91538, -0.41878, 0.80410)  0.149
C (1.81345, 1.02464, 6.00843)  -0.308
O (2.49293, 0.82265, 5.01707)  -0.003
N (0.90957, 2.03441, 6.15015)  -0.199
C (0.13654, 2.21050, 7.36356)  -0.055
C (0.71541, 2.96144, 5.05297)  -0.045
H (1.88377, 0.37900, 6.89816)  0.141
H (-0.92700, 2.14276, 7.12118)  0.091
H (0.35346, 3.19556, 7.78401)  0.093
H (0.38477, 1.44496, 8.10009)  0.088
H (0.39081, 2.40700, 4.16830)  0.079
H (1.66447, 3.45452, 4.82788)  0.095
H (-0.03426, 3.71002, 5.31208)  0.089
C (-3.31703, -1.06008, -1.77605)  -0.331
O (-3.28045, -1.86777, -0.86613)  0.004
N (-4.22848, -1.05344, -2.78640)  -0.194
C (-4.20588, -0.05530, -3.83634)  -0.054
C (-5.25567, -2.07937, -2.81233)  -0.024
H (-2.58185, -0.24026, -1.84976)  0.107
H (-5.15185, 0.49179, -3.82788)  0.095
H (-4.08161, -0.55518, -4.80015)  0.094
H (-3.38415, 0.64861, -3.68994)  0.071
H (-5.84432, -2.02107, -1.89370)  0.102
H (-4.77992, -3.06173, -2.86052)  0.099
H (-5.90875, -1.94565, -3.67535)  0.092
C (-5.96504, -5.23494, 1.31002)  -0.344
O (-6.61430, -4.63926, 0.46994)  0.005
N (-4.67513, -4.95400, 1.65278)  -0.204
C (-3.96623, -5.70939, 2.66498)  -0.065
C (-3.99348, -3.86422, 0.98134)  -0.070
H (-6.38977, -6.07864, 1.87745)  0.131
H (-3.66037, -5.03159, 3.46632)  0.087
H (-3.08086, -6.16543, 2.21425)  0.088
H (-4.59901, -6.49404, 3.08263)  0.084
H (-4.54592, -2.93770, 1.15216)  0.088
H (-3.97008, -4.06422, -0.09117)  0.078
H (-2.97486, -3.75855, 1.35696)  0.084

Record 2
Density functional theory data (ωB97M-V/def2-TZVPD) for C25H52Ba2F3N3O28P4 as an isolated structure in a non-equilibrium geometry.

The LUMO energy is -7.531 eV. Its charge is +2. The HOMO energy is -0.324 hartree. The calculation puts the gap between HOMO and LUMO at 0.047 hartree. Its largest force on an atom is 7.32 eV/Å.

Last column: Löwdin charge in e.
Positions of all 117 atoms, in Å:
Ba (-2.24111, 1.84287, 8.06956)  1.454
Ba (0.77718, -1.87604, -7.85783)  1.490
C (-2.28997, -0.75087, 0.12510)  0.059
C (-1.87648, -0.26784, 1.40573)  -0.300
C (-0.45490, 0.55342, 1.49052)  -0.279
O (-0.05919, 1.04658, 2.56949)  0.012
C (0.32733, 0.60527, 0.27751)  0.038
C (-0.07571, 0.00430, -0.81232)  -0.352
C (-1.42193, -0.63866, -0.92770)  -0.318
O (-1.96740, -0.91711, -2.09632)  -0.036
O (0.81539, 0.04093, -1.79522)  -0.038
O (-2.52942, -0.38816, 2.47087)  0.001
H (-3.28232, -1.17468, 0.08003)  0.128
H (1.24346, 1.17590, 0.31600)  0.135
C (-9.03982, 2.14411, -0.28272)  0.036
N (-10.50879, 1.93910, -0.39356)  -0.422
O (-11.14815, 1.35245, 0.50592)  0.037
O (-11.06485, 2.33153, -1.42232)  0.054
H (-8.77129, 2.38582, 0.74566)  0.094
H (-8.73792, 2.97596, -0.91910)  0.097
H (-8.62507, 1.17733, -0.56806)  0.103
C (-9.29257, -4.42152, -4.76571)  0.041
N (-10.69979, -4.72639, -5.23314)  -0.466
O (-11.53133, -5.08171, -4.44330)  0.083
O (-10.85484, -4.64675, -6.42189)  0.065
H (-8.51360, -4.77514, -5.44118)  0.092
H (-9.16542, -4.80409, -3.75300)  0.090
H (-9.28115, -3.33400, -4.69309)  0.094
C (-9.18230, -3.87935, 3.63678)  0.033
N (-9.56573, -5.02532, 2.75580)  -0.441
O (-10.59183, -4.91376, 2.14367)  0.080
O (-8.85384, -6.04174, 2.71502)  0.043
H (-10.07135, -3.37860, 4.02014)  0.095
H (-8.74277, -3.10376, 3.00958)  0.096
H (-8.53441, -4.17541, 4.46182)  0.094
C (2.43176, -10.28799, -4.51612)  -0.118
O (1.24347, -9.77421, -3.95737)  -0.213
P (1.02901, -8.21407, -3.48487)  0.516
O (1.07448, -7.15319, -4.54310)  -0.286
O (-0.34750, -8.34099, -2.57326)  -0.222
C (-1.58664, -8.05547, -3.11100)  -0.145
O (2.18743, -7.89003, -2.39701)  -0.228
C (2.09752, -6.75111, -1.52549)  -0.098
H (3.29911, -9.62970, -4.56571)  0.089
H (2.25590, -10.57454, -5.55297)  0.089
H (2.75499, -11.18432, -3.98677)  0.093
H (-2.24426, -8.89963, -2.90363)  0.094
H (-1.52394, -7.86692, -4.18274)  0.082
H (-2.05712, -7.19289, -2.63907)  0.089
H (2.75700, -5.94140, -1.83786)  0.091
H (2.25749, -7.04217, -0.48733)  0.089
H (1.08680, -6.36203, -1.40240)  0.079
C (-0.56152, -6.04857, 5.23233)  -0.139
O (-0.13013, -6.29954, 6.52092)  -0.199
P (0.93931, -5.34101, 7.28897)  0.403
O (0.37749, -4.07112, 7.72342)  -0.250
O (2.22437, -5.17265, 6.32988)  -0.218
C (2.91207, -3.91939, 6.15263)  -0.089
O (1.45345, -6.26229, 8.46687)  -0.206
C (2.20099, -5.73239, 9.52815)  -0.101
H (-0.09345, -5.11443, 4.92185)  0.072
H (-1.62997, -5.83402, 5.21039)  0.100
H (-0.14879, -6.64667, 4.41990)  0.097
H (2.50246, -3.06158, 6.68599)  0.076
H (3.04891, -3.64971, 5.10543)  0.089
H (3.86377, -4.11758, 6.64567)  0.088
H (2.22997, -4.64307, 9.55337)  0.086
H (3.19231, -6.15536, 9.36541)  0.097
H (1.76977, -6.09880, 10.45976)  0.096
C (4.91790, 5.56570, -6.69073)  -0.108
O (5.71572, 5.51833, -7.86264)  -0.237
P (6.05601, 4.04580, -8.42775)  0.457
O (4.88297, 3.18383, -8.74693)  -0.262
O (7.00787, 4.47415, -9.67438)  -0.220
C (6.55242, 5.09749, -10.86466)  -0.106
O (7.14225, 3.44976, -7.38494)  -0.205
C (8.12292, 4.30282, -6.91642)  -0.135
H (5.10252, 6.50402, -6.16770)  0.099
H (5.25417, 4.78202, -6.01185)  0.081
H (3.88590, 5.35561, -6.97169)  0.093
H (5.61234, 5.64179, -10.77474)  0.087
H (6.47458, 4.41766, -11.71311)  0.089
H (7.22840, 5.89376, -11.17629)  0.090
H (8.83388, 3.74742, -6.30473)  0.099
H (7.60642, 5.06028, -6.32685)  0.081
H (8.74227, 4.82322, -7.64697)  0.097
C (-4.95996, 10.72544, 4.10579)  -0.086
O (-4.81034, 9.43130, 4.70687)  -0.225
P (-4.58311, 8.11553, 3.79966)  0.498
O (-4.48249, 6.84396, 4.59320)  -0.274
O (-5.77414, 8.25012, 2.68886)  -0.239
C (-7.13251, 8.17147, 3.07393)  -0.111
O (-3.30436, 8.44527, 2.81064)  -0.224
C (-2.00311, 8.30288, 3.27444)  -0.135
H (-4.01315, 11.26124, 4.03828)  0.093
H (-5.68121, 11.39703, 4.57147)  0.093
H (-5.43316, 10.56019, 3.13786)  0.079
H (-7.70267, 7.32822, 2.68413)  0.089
H (-7.60115, 9.10294, 2.75639)  0.095
H (-7.24423, 8.03060, 4.14900)  0.087
H (-1.37336, 7.93924, 2.46248)  0.091
H (-1.96847, 7.54215, 4.05431)  0.080
H (-1.59828, 9.27230, 3.56503)  0.092
C (9.10067, 2.17238, 0.58965)  -0.057
C (9.20493, 3.63548, 1.09653)  -0.234
O (10.02020, 3.63872, 2.18134)  0.026
C (11.36290, 3.61749, 2.06964)  -0.344
O (11.95831, 3.42469, 1.02008)  0.159
C (12.11408, 3.82593, 3.33166)  -0.642
F (12.11461, 2.67563, 3.92415)  0.222
F (13.35154, 4.22059, 3.06272)  0.198
F (11.46559, 4.67779, 4.09436)  0.199
H (8.43114, 2.12737, -0.26931)  0.069
H (8.57139, 1.44925, 1.21018)  0.075
H (10.06366, 1.77708, 0.26639)  0.075
H (8.20616, 3.94385, 1.40554)  0.125
H (9.50733, 4.30403, 0.29050)  0.131

Q: Among the records above, which one has the highest charge?
A: C25H52Ba2F3N3O28P4

Q: charge of number 1 (C25H51N6O10)?
A: +1

Q: Look up the charge of the second one.
A: +2

Q: What is the gap between HOMO and LUMO in the first record?
A: 0.275 hartree